DFT (wB97M-V/def2-TZVPD) results for an isolated molecule of C6H7NO2.

```
16
Properties=species:S:1:pos:R:3:forces:R:3:mulliken_charge:R:1
C 3.202 0.377 0.060 -3.029 0.394 0.028 0.009
C -0.769 0.433 0.177 2.390 -0.444 -0.205 -0.078
C -1.776 -0.167 -0.779 -0.526 1.481 -0.949 -0.579
H -0.565 1.542 0.265 -0.985 -1.508 0.147 0.394
O 3.598 1.639 0.133 -0.252 -0.748 -0.429 -0.415
H -1.847 -1.321 0.970 0.802 -2.953 1.512 0.319
N 0.921 -1.448 0.100 -0.688 -0.813 -0.250 -0.148
H -1.487 -0.949 -1.447 0.346 -0.544 0.081 0.267
H 4.429 1.623 0.589 1.025 0.456 0.577 0.341
C -1.928 -0.370 0.659 -3.320 4.844 1.359 -0.556
H -2.725 0.291 1.268 1.638 -1.802 -1.663 0.190
O 2.196 -1.822 -0.111 1.808 -0.948 -0.125 -0.167
C 3.295 -0.871 -0.208 -0.636 0.961 0.296 -0.144
H -2.421 0.544 -1.268 -0.166 0.202 -0.007 0.229
C 0.505 -0.323 0.210 1.450 2.510 -0.173 -0.047
H 4.198 -1.287 -0.588 0.145 -1.086 -0.201 0.385
```
Forces are in eV/Å.

Values from the calculation:
Net charge   0
Energy   -437.75621 Ha
Multiplicity   1



DFT (wB97M-V/def2-TZVPD) results for a structure of composition C24H26BF10GeHfN9OSSeTe.

```
76
Properties=species:S:1:pos:R:3:forces:R:3:mulliken_charge:R:1
H 2.857 -1.560 -4.069 0.006 -0.002 -0.003 0.379
H -0.537 -1.504 -4.148 0.019 -0.028 -0.040 0.464
Ge 1.238 -1.018 -5.964 0.020 0.016 -0.014 0.527
C 4.038 -4.762 3.525 -0.008 0.013 -0.009 -0.880
Se 0.353 0.628 -3.317 -0.004 0.025 0.035 0.222
S -1.574 -0.504 -1.441 -0.007 0.063 0.070 -0.239
F 1.317 4.157 0.573 0.012 -0.080 0.000 -0.429
C -5.318 1.054 -1.293 0.005 -0.002 -0.004 0.112
C -1.236 -0.422 3.995 -0.065 -0.032 -0.003 -0.161
N 2.120 -3.897 4.345 0.024 0.008 -0.020 -1.007
H 2.447 1.225 -5.733 -0.001 0.005 -0.002 0.388
F -0.361 4.223 -1.238 -0.067 -0.153 -0.122 -0.360
N 2.539 -3.158 3.285 -0.004 -0.001 0.024 0.406
N -0.468 -0.870 2.991 0.235 0.290 0.028 -0.251
H 2.918 -5.556 5.303 0.002 0.000 0.000 0.484
F -2.167 3.035 0.048 -0.047 -0.052 0.222 -0.410
H 1.446 -4.880 1.843 0.009 0.002 -0.005 0.371
Te -0.403 3.451 0.444 0.463 0.163 -0.041 2.131
F -6.993 0.909 0.345 0.015 -0.001 0.000 -0.287
C -0.490 2.213 -4.008 -0.106 -0.053 -0.066 -0.737
F -1.820 1.047 1.628 -0.007 -0.168 0.014 -0.635
C 3.654 -0.562 2.335 0.020 -0.003 -0.002 -0.022
H 4.150 -3.261 1.887 0.002 0.003 0.001 0.571
H 4.273 -1.119 3.017 0.001 -0.003 -0.002 0.629
F -6.106 1.799 -2.055 0.007 -0.006 -0.002 -0.287
H -2.098 0.186 3.780 0.013 0.013 0.000 0.485
C -4.948 -0.175 0.739 -0.012 0.014 -0.013 -0.126
C -0.235 -0.593 -4.667 -0.018 -0.058 0.049 -1.079
C 3.685 -3.681 2.764 0.007 -0.021 -0.004 -0.303
N 0.355 2.247 3.317 0.058 0.173 0.068 -0.360
C -0.441 -3.230 -0.228 -0.048 -0.028 0.025 -0.267
H 2.807 0.466 -7.282 0.000 0.003 0.000 0.389
H -0.247 2.267 -5.068 -0.005 0.016 0.009 0.363
C 2.524 -2.084 -4.966 0.018 -0.008 0.023 -1.147
C 3.022 -4.845 4.499 -0.002 -0.015 0.020 -0.325
N 0.542 -1.587 3.565 -0.057 -0.086 -0.052 0.221
F -2.862 -1.222 1.070 -0.056 -0.082 -0.010 -0.286
C 0.394 -1.581 4.892 -0.006 -0.037 0.045 0.049
O 0.180 1.779 -0.095 -0.186 -0.249 0.302 -0.611
H -0.086 -2.902 -7.039 -0.003 -0.002 -0.007 0.370
C 3.906 0.618 1.657 -0.002 -0.024 0.008 -1.422
Hf -0.390 -0.034 0.906 -0.184 0.076 -0.600 1.506
H -1.129 -2.980 -1.016 0.005 -0.016 0.012 0.570
H 1.083 -2.125 5.514 -0.004 0.004 -0.009 0.554
H 1.158 -2.301 -8.140 -0.003 -0.001 -0.003 0.371
H -1.564 2.124 -3.857 0.014 -0.008 -0.005 0.159
H -0.338 -1.387 -7.922 -0.002 -0.005 -0.004 0.371
C -5.772 0.601 -0.065 -0.018 -0.006 0.008 0.683
N 1.832 -0.089 1.196 0.016 0.094 0.171 -0.539
C -0.738 -0.852 5.211 0.001 -0.025 -0.028 -1.329
C -3.685 -0.482 0.286 0.003 -0.030 0.007 -0.225
C -4.041 0.728 -1.715 -0.010 0.046 0.042 0.342
C 0.049 -4.471 0.143 0.004 0.004 0.011 -1.383
H 4.899 -5.395 3.404 0.002 -0.001 0.000 0.442
N 0.046 -2.270 0.571 0.099 0.075 0.117 -0.836
C 2.737 0.879 0.966 -0.019 0.041 0.021 -0.188
F -3.616 1.188 -2.897 -0.005 -0.010 -0.025 -0.321
C 0.869 -4.212 1.225 -0.003 -0.011 0.021 0.004
C -3.198 -0.041 -0.933 0.027 0.028 -0.066 0.705
H 1.266 1.289 -7.057 0.005 0.006 -0.004 0.354
H 4.805 1.207 1.678 0.000 0.003 0.000 0.467
H 2.486 1.712 0.334 0.006 -0.004 -0.010 0.518
C -0.032 2.861 2.425 -0.307 -0.268 -0.115 0.095
F -5.372 -0.603 1.920 0.009 -0.001 0.001 -0.300
H -0.097 3.065 -3.477 0.067 0.205 0.146 0.298
N 2.422 -0.983 2.036 -0.015 -0.033 -0.053 0.511
H -1.105 -0.161 -5.158 -0.012 0.001 0.022 0.558
H 2.086 -3.038 -4.672 0.006 -0.001 0.010 0.350
H -1.142 -0.668 6.190 0.002 0.006 0.001 0.455
C 0.403 -2.003 -7.413 -0.022 -0.025 -0.019 -1.137
N 0.861 -2.896 1.465 0.075 0.003 -0.109 0.890
H -0.167 -5.425 -0.302 0.001 -0.002 0.000 0.460
F -1.098 5.001 1.162 0.090 0.171 -0.096 -0.366
H 3.401 -2.287 -5.579 -0.001 -0.004 -0.001 0.385
B 1.611 -2.177 2.626 -0.041 0.048 0.044 0.825
C 2.012 0.666 -6.563 -0.010 0.025 -0.009 -1.183
```
Forces are in eV/Å.

Values from the calculation:
Net charge   +1
Energy   -7714.28927 Ha
Expectation value of S²   0.7549
Multiplicity   2



DFT (wB97M-V/def2-TZVPD) results for a structure of composition C43H55F5N2O6PRbSi2Te.

```
116
Properties=species:S:1:pos:R:3:forces:R:3:mulliken_charge:R:1
H -3.320 3.869 1.098 -0.159 -0.150 0.184 0.107
C 0.732 0.874 4.377 -0.024 0.182 0.083 -0.661
H -4.595 0.213 -4.712 -0.104 0.189 -0.081 0.292
H -0.870 0.582 -6.733 0.243 0.042 -0.016 0.317
H -4.271 1.881 -2.733 -0.064 -0.025 -0.187 0.517
H -5.192 5.860 -1.152 0.104 0.207 0.054 0.309
H -1.980 2.217 -3.777 -0.138 0.196 -0.037 0.445
H 6.010 -4.085 3.222 -0.020 -0.045 0.020 0.429
H -1.183 -2.782 -1.181 -0.048 0.108 0.187 -0.434
F -3.059 0.286 3.129 -0.127 0.195 -0.057 -0.297
H -4.648 1.673 -1.031 -0.119 -0.092 0.203 0.591
H -3.091 4.617 -3.750 -0.119 -0.077 -0.192 0.337
H 2.624 -5.162 -2.860 -0.132 -0.028 0.068 0.261
H 0.942 0.461 3.392 0.373 0.061 0.435 -0.773
C 0.555 2.387 4.298 0.051 0.108 -0.197 0.770
C -4.969 1.463 2.495 -0.313 0.278 0.146 1.044
P 2.991 -0.805 1.184 0.737 -0.056 -0.651 2.045
H 0.646 -1.596 0.141 0.338 -0.610 -0.601 -1.803
C -1.541 1.264 -3.508 -0.182 -0.498 -0.094 -0.799
C 2.692 2.217 1.687 -0.350 0.503 0.370 -1.248
H 2.822 3.849 -0.384 -0.077 0.070 -0.004 0.472
F -3.251 0.930 1.017 -0.121 0.262 0.465 0.464
H -4.102 -0.678 -3.278 -0.028 -0.048 0.113 0.238
O 3.672 2.204 2.634 0.479 -0.329 -0.441 -0.342
C 6.956 -0.966 2.340 0.272 -0.006 0.081 -0.725
H 4.505 -0.666 -1.410 -0.065 -0.098 -0.075 0.469
H -0.462 1.382 -3.532 0.166 0.032 -0.025 0.545
N 1.558 2.656 2.036 -0.276 -0.205 -0.566 -0.323
H -5.960 4.385 -0.595 -0.135 -0.127 0.209 0.299
C 1.275 -3.729 -2.256 -0.089 -0.419 -0.360 -0.695
C 3.211 2.868 -0.619 0.090 0.155 0.100 0.185
H 4.726 -2.655 -0.203 0.010 -0.040 -0.030 0.384
C 4.305 1.342 -2.104 -0.026 0.246 -0.150 -0.643
H -2.502 1.218 -6.755 -0.155 0.188 0.014 0.311
H -0.167 0.387 4.751 -0.028 -0.063 0.007 0.491
H 3.865 3.389 -2.589 -0.026 0.058 -0.034 0.355
O 0.798 -2.552 2.319 0.493 0.125 0.040 -0.293
C -5.313 4.800 -1.360 0.582 -0.404 0.044 -1.138
C 5.936 -3.073 2.844 0.082 -0.136 0.105 -0.621
O -2.039 -2.026 0.551 -0.111 0.139 -0.098 0.728
C -2.533 -2.797 1.637 -0.635 -0.586 0.836 -0.223
H 1.110 -0.688 -1.918 0.189 -0.735 -0.102 0.294
H 4.563 -4.385 -1.740 0.021 0.027 0.034 0.222
N 0.971 0.261 -1.619 -0.450 0.581 0.166 0.514
C 7.062 -2.259 2.824 0.111 -0.015 0.041 -0.543
C -0.810 2.746 3.720 0.136 -0.110 0.240 -1.353
H -0.886 2.352 2.707 -0.187 0.124 0.001 -0.073
H -1.611 4.401 -2.829 0.263 -0.114 -0.003 0.318
H -0.824 -1.800 -3.281 0.042 -0.067 0.231 -0.473
C 2.701 -2.101 0.004 -0.277 0.304 0.362 1.511
H 3.846 -3.230 2.365 -0.059 -0.154 -0.024 0.347
C -2.941 -3.888 -0.435 0.086 0.156 -0.111 -0.876
C 3.139 1.864 0.340 0.614 -0.486 -0.267 0.120
C -3.931 -0.567 -4.347 0.615 0.237 -0.036 -0.980
H -2.791 -4.918 -0.755 0.056 -0.053 0.025 0.349
H -1.548 -4.492 2.643 -0.039 0.080 0.011 0.287
H 3.162 1.957 4.606 0.027 0.050 -0.059 0.354
H 7.828 -0.322 2.333 0.009 0.024 -0.027 0.387
C 3.588 0.566 0.071 -0.381 0.533 -0.048 0.495
H -2.487 5.250 0.414 0.026 0.227 -0.101 0.554
H -1.783 3.637 0.292 0.157 -0.074 -0.023 -0.025
Te -2.115 0.846 -1.453 -1.550 0.383 -0.843 -0.062
C -0.694 -3.944 0.669 0.099 -0.244 -0.137 -0.541
H -2.585 5.840 -2.603 -0.041 0.181 0.143 0.340
C -2.630 4.768 -2.778 -0.288 -0.484 0.434 -1.213
C 3.643 -3.854 -1.514 0.871 -0.029 -0.004 -1.029
H 1.464 4.138 3.465 0.019 -0.108 0.048 0.694
C 3.721 -2.861 -0.562 -0.258 -0.102 -0.101 -0.369
H -0.087 -1.639 -4.857 0.218 0.047 -0.094 0.350
F -5.741 1.847 1.451 0.131 -0.002 -0.304 -0.303
H 0.645 2.813 5.311 -0.023 -0.030 -0.143 0.266
C -1.302 -3.617 2.040 0.272 0.344 0.177 0.755
Rb -0.371 -0.243 1.551 -0.732 1.794 0.379 0.875
C -1.040 -1.693 -4.339 -0.347 0.659 -0.057 -0.458
H 1.554 0.600 5.035 0.082 -0.151 -0.027 0.384
C -1.904 0.348 -6.498 -0.026 -0.099 0.688 -1.152
C 3.796 2.611 -1.841 0.092 -0.066 -0.083 -0.859
C 0.829 -3.661 0.621 -0.329 -0.946 -0.690 1.069
C 4.623 -1.315 1.846 -0.053 0.045 0.299 -0.441
O 1.589 -4.586 0.855 -0.126 0.216 -0.033 -0.842
C -2.714 4.198 0.261 -0.341 -0.222 -0.558 -0.598
C -1.622 -3.118 -0.246 0.070 -0.740 -0.969 0.078
H 8.015 -2.636 3.179 -0.032 0.023 0.009 0.340
O 0.880 -2.584 -1.596 0.229 0.125 -0.111 0.365
O -0.744 -2.170 3.861 -0.393 0.370 0.601 -0.739
C 3.098 2.715 3.822 -0.367 0.345 0.524 -0.687
C -4.030 0.343 2.093 -0.079 -0.385 -0.102 -1.019
C 2.501 -4.288 -2.224 -0.578 0.305 -0.244 -0.813
C 1.261 -2.431 -0.190 0.738 0.060 0.414 -0.369
H -3.626 -4.687 1.497 -0.058 -0.016 0.077 0.364
H 3.668 3.601 4.125 -0.073 -0.146 -0.003 0.272
H -0.774 -5.010 0.433 -0.008 0.140 0.000 0.720
H -3.546 -3.377 -1.187 0.007 -0.010 0.010 0.412
C 4.727 -2.603 2.372 -0.096 0.093 0.050 -0.054
H 5.675 0.509 1.463 0.036 0.050 -0.020 0.398
H -1.542 -2.600 -4.664 -0.155 -0.108 -0.092 0.501
C 5.748 -0.498 1.852 -0.182 0.046 -0.011 -0.619
H 0.454 -4.181 -2.808 0.043 0.011 0.032 0.371
H -2.212 -0.467 -7.148 -0.078 -0.215 -0.080 0.292
Si -3.615 3.895 -1.382 -0.052 0.550 0.036 0.381
C 1.633 3.052 3.427 0.285 0.206 0.697 -0.321
H -2.924 -2.158 2.426 -0.010 0.044 -0.108 0.307
C 4.163 0.332 -1.176 0.210 -0.105 0.202 -0.085
F -4.459 2.636 2.996 0.268 -0.085 -0.077 -0.292
C -3.909 2.060 -1.724 0.451 0.155 0.151 -0.877
Si -2.091 -0.136 -4.646 -0.259 -0.396 -0.228 0.175
H -5.829 4.710 -2.312 -0.041 -0.069 -0.220 0.296
H -0.939 3.828 3.676 -0.076 0.096 -0.085 0.461
C -0.337 -2.707 2.834 -0.340 -1.158 0.304 -0.825
C -3.558 -3.738 0.966 -0.063 0.218 0.064 -1.012
H -4.214 -1.496 -4.833 0.047 -0.167 -0.129 0.395
H -1.605 2.318 4.325 -0.154 -0.027 -0.058 0.489
C 0.535 1.273 -1.217 1.581 0.026 -0.111 -1.029
H -4.542 -3.274 0.926 -0.018 0.011 0.061 0.327
H 4.791 1.148 -3.053 -0.026 -0.063 -0.025 0.419
F -5.842 1.054 3.446 0.193 -0.202 0.173 -0.306
```
Forces are in eV/Å.

Values from the calculation:
Net charge   -2
Energy   -3944.26083 Ha
Multiplicity   1